Entry from OMol25: a cluster of 2 separate species, C3H8N3S2 in total (ωB97M-V/def2-TZVPD).

- relative energy (zero: lowest compared OMol25 entry of this formula, charge and spin) (kJ/mol) = 229.95
- HOMO level (eV) = -13.23
- E_LUMO (eV) = -4.4
- total charge = +1
- frontier orbital gap (eV) = 8.85
- DFT total energy (eV) = -29372.690
- maximum force (eV/Å) = 2.60

Bonds (Å) are listed after each position.
Atoms and positions in Å:
1 C -1.46366 1.56463 -0.61043  N4 1.277, S7 1.707, H9 1.096
2 C -1.10932 -0.14590 0.90300  N5 1.334, S7 1.657, H10 1.055
3 C 2.46326 1.30411 -0.25358  S8 1.839, H11 1.153, H12 1.138, H13 1.165
4 N -0.22639 1.44913 -0.31508  C1 1.277, N5 1.297
5 N -0.00974 0.53789 0.58174  C2 1.334, N4 1.297, S8 1.688
6 N -0.82783 -2.62129 0.01214  H14 1.049, H15 1.061, H16 1.031
7 S -2.48199 0.46113 0.20051  C1 1.707, C2 1.657
8 S 1.59854 0.07871 0.81000  C3 1.839, N5 1.688
9 H -1.78989 2.53247 -1.00745  C1 1.096
10 H -1.17426 -0.89094 1.64683  C2 1.055
11 H 3.53272 0.92796 -0.04358  C3 1.153
12 H 2.30785 2.32090 0.23269  C3 1.138
13 H 2.21950 1.10014 -1.37427  C3 1.165
14 H -0.90139 -2.21149 -0.95047  N6 1.049
15 H -1.77723 -2.89869 0.39470  N6 1.061
16 H -0.36016 -3.50876 -0.22675  N6 1.031